{
  "formula": "C22H41Cl3InN3O4Si",
  "method": "ωB97M-V/def2-TZVPD",
  "elements": ["C", "C", "H", "H", "H", "C", "C", "H", "H", "H", "H", "In", "Cl", "Cl", "H", "H", "C", "C", "N", "H", "C", "O", "H", "H", "H", "H", "H", "H", "C", "C", "N", "H", "C", "O", "H", "H", "H", "H", "O", "C", "C", "C", "H", "C", "H", "C", "H", "C", "C", "H", "H", "H", "Si", "Cl", "C", "C", "C", "H", "H", "H", "H", "H", "H", "H", "H", "H", "C", "C", "N", "O", "H", "H", "H", "H", "H"],
  "xyz": [[-1.6642, -2.0582, -3.2309], [-1.1520, -2.8114, -2.0459], [-1.6150, -2.6595, -4.1464], [-1.0927, -1.1305, -3.3873], [-2.7143, -1.7681, -3.0682], [-0.6233, -4.0403, -2.1152], [-0.4790, -4.8219, -3.3759], [-0.2696, -4.5362, -1.2095], [-0.1537, -4.2127, -4.2359], [-1.4225, -5.3166, -3.6591], [0.2668, -5.6116, -3.2313], [0.2095, 1.1750, 0.6234], [-2.2288, 1.1560, 0.6376], [1.3902, 3.2476, 0.1689], [1.1068, 5.0362, 4.4426], [-1.1485, 6.4769, 3.4567], [1.1636, 4.7365, 3.3869], [-0.7984, 6.0022, 2.5273], [-0.1687, 4.7192, 2.7986], [1.6146, 3.7453, 3.2945], [-0.8002, 3.5644, 2.5678], [-0.2462, 2.4441, 2.7288], [-1.6524, 5.8541, 1.8540], [-1.8357, 3.6541, 2.1936], [1.7642, 5.4866, 2.8632], [-0.0668, 6.6763, 2.0634], [1.9642, -1.1589, -2.6927], [2.4430, -3.6018, -1.2858], [2.9106, -0.9278, -2.1847], [3.2711, -3.0031, -0.8711], [2.9476, -1.5828, -0.8777], [3.0039, 0.1516, -2.0550], [2.6282, -0.9141, 0.2346], [2.2775, 0.2928, 0.2203], [3.4668, -3.3281, 0.1611], [2.7149, -1.4917, 1.1763], [3.7449, -1.3251, -2.7764], [4.1620, -3.1751, -1.4931], [-0.0930, -1.1543, -0.8677], [-1.1191, -2.0005, -0.7432], [0.2289, -3.2915, 0.9582], [-1.0194, -2.8377, 0.5458], [1.1192, -2.9099, 0.4384], [0.3231, -4.2312, 1.9826], [-2.0904, -1.4716, -0.7082], [-2.1676, -3.1862, 1.2603], [1.3076, -4.6214, 2.2592], [-0.8380, -4.6494, 2.6518], [-2.0785, -4.0909, 2.3170], [-3.1128, -2.7235, 0.9692], [-0.7607, -5.4123, 3.4305], [-2.9775, -4.3773, 2.8678], [-0.3527, 3.2063, -2.6897], [-0.1376, 1.1678, -1.9692], [1.3464, 3.8920, -3.0742], [-1.3486, 4.1692, -1.4504], [-1.2456, 3.0003, -4.3248], [2.1091, 3.1086, -3.0982], [1.6586, 4.6496, -2.3508], [1.2877, 4.3644, -4.0670], [-0.5666, 2.5639, -5.0686], [-1.5871, 3.9736, -4.7035], [-2.1135, 2.3418, -4.2267], [-1.7449, 3.5339, -0.6480], [-2.2065, 4.6171, -1.9753], [-0.7564, 4.9775, -1.0057], [0.2677, -1.4849, 4.3013], [-0.3062, -0.5992, 3.2316], [-1.5369, -0.1406, 3.4226], [0.3700, -0.3637, 2.1807], [0.3313, -0.9400, 5.2563], [1.2617, -1.8269, 3.9942], [-0.3830, -2.3587, 4.4413], [-1.9952, 0.4043, 2.6807], [-1.9921, -0.2421, 4.3245]],
  "lowdin_charge": [-0.05, -0.23, 0.06, 0.06, 0.09, -0.13, -0.12, 0.10, 0.07, 0.08, 0.06, 0.23, 0.18, 0.19, 0.10, 0.09, -0.04, -0.04, -0.18, 0.08, -0.33, -0.15, 0.09, 0.13, 0.09, 0.09, 0.09, 0.09, -0.02, -0.04, -0.16, 0.09, -0.27, -0.13, 0.09, 0.15, 0.09, 0.09, -0.35, -0.48, -0.06, -0.17, 0.08, -0.09, 0.10, -0.03, 0.10, -0.12, -0.10, 0.12, 0.09, 0.10, 0.23, 0.47, -0.23, -0.24, -0.22, 0.03, 0.01, 0.03, 0.03, 0.03, 0.03, -0.03, 0.04, 0.02, 0.02, -0.50, 0.19, -0.07, 0.09, 0.09, 0.08, -0.01, 0.13],
  "fmax_ha_per_bohr": 0.0489,
  "homo_ev": -6.83
}